No. 1
99
Properties=species:S:1:pos:R:3 method="wB97M-V/def2-TZVPD" s_squared=0.791 homo_energy_ev="-6.905 / -6.919" spin_multiplicity=2 e_lumo_ev="-1.020 / -0.520" homo_lumo_gap_ev="5.9 / 6.4"
V 1.72 -0.76 -0.24
C 5.57 1.83 0.34
C 4.34 1.18 -0.23
S 3.82 -0.31 0.57
C 3.64 1.65 -1.26
C 4.00 2.92 -2.00
S 2.22 0.80 -1.85
H 6.25 1.08 0.74
H 5.31 2.51 1.15
H 6.10 2.41 -0.42
H 5.04 2.90 -2.32
H 3.84 3.80 -1.38
H 3.38 3.02 -2.90
C -3.94 6.37 -4.02
C -3.34 5.24 -3.22
C -2.18 5.43 -2.47
C -1.62 4.40 -1.73
C -0.35 4.67 -0.96
C -2.23 3.13 -1.73
Te -1.20 1.49 -0.80
N 0.08 -0.78 0.26
C -0.52 -1.67 1.14
O 0.13 -2.29 1.98
C -1.99 -1.92 1.03
C -2.68 -2.33 2.17
C -4.04 -2.59 2.10
C -4.71 -2.44 0.89
C -4.02 -2.04 -0.25
C -2.66 -1.78 -0.18
C -1.53 2.21 1.18
C -0.46 2.52 2.02
C 0.98 2.29 1.64
C -0.72 3.05 3.28
C -2.00 3.29 3.73
C -2.26 3.92 5.08
C -3.06 2.94 2.89
C -2.85 2.39 1.64
C -4.06 2.00 0.82
C -3.39 2.92 -2.49
C -4.11 1.60 -2.59
C -3.92 3.99 -3.21
H -3.29 7.25 -4.01
H -4.91 6.66 -3.62
H -4.09 6.07 -5.06
H -1.70 6.40 -2.47
H -0.01 5.69 -1.14
H 0.44 3.98 -1.27
H -0.50 4.54 0.11
H -2.13 -2.45 3.10
H -4.57 -2.91 2.98
H -5.77 -2.64 0.84
H -4.54 -1.93 -1.19
H -2.11 -1.50 -1.07
H 1.21 2.69 0.65
H 1.21 1.22 1.62
H 1.65 2.74 2.37
H 0.12 3.29 3.93
H -1.33 4.24 5.54
H -2.75 3.21 5.75
H -2.92 4.79 4.98
H -4.08 3.09 3.23
H -4.94 1.93 1.46
H -3.90 1.03 0.34
H -4.25 2.73 0.04
H -3.61 0.82 -2.03
H -4.19 1.29 -3.63
H -5.13 1.70 -2.20
H -4.82 3.82 -3.80
C 0.20 -5.08 -1.37
C 1.09 -5.11 -0.13
C 0.25 -5.29 1.13
Sb 2.30 -3.34 -0.06
C 3.70 -3.75 1.52
C 3.28 -3.05 2.81
C 3.92 -5.24 1.75
C 3.60 -3.66 -1.76
C 3.02 -3.00 -3.01
C 3.93 -5.13 -2.04
H -0.42 -5.98 -1.40
H 0.77 -5.05 -2.30
H -0.47 -4.22 -1.36
H 1.82 -5.91 -0.21
H -0.52 -4.52 1.21
H 0.84 -5.24 2.04
H -0.25 -6.26 1.10
H 4.62 -3.30 1.14
H 2.34 -3.46 3.19
H 3.14 -1.98 2.68
H 4.05 -3.19 3.58
H 3.01 -5.72 2.11
H 4.69 -5.39 2.51
H 4.24 -5.77 0.85
H 4.52 -3.13 -1.48
H 2.10 -3.49 -3.33
H 3.73 -3.05 -3.84
H 2.80 -1.94 -2.85
H 3.02 -5.70 -2.25
H 4.44 -5.60 -1.20
H 4.58 -5.21 -2.91

---

No. 2
29
Properties=species:S:1:pos:R:3 method="wB97M-V/def2-TZVPD" e_above_lowest_ev=2.712 homo_energy_ev="-7.972 / -7.226" spin_multiplicity=1 e_lumo_ev="0.724 / -0.058" homo_lumo_gap_ev="8.7 / 7.2"
C -1.02 -0.33 -3.02
C 0.47 1.74 -2.74
C 1.91 -0.63 -0.18
C 0.85 1.34 0.94
C -2.24 -0.48 1.81
C 0.24 -2.03 3.14
C -0.71 0.96 -2.33
C 0.73 -0.11 0.60
Si -0.45 -1.14 1.53
Br -0.89 -2.94 0.31
H -1.85 -0.79 -2.44
H -1.22 -0.29 -4.02
H -0.04 -0.80 -2.74
H 0.03 2.54 -3.42
H 1.20 1.15 -3.39
H 0.99 2.24 -1.88
H 2.82 -0.59 0.46
H 1.73 -1.63 -0.57
H 2.09 0.06 -1.10
H 1.13 1.52 2.01
H 1.47 1.98 0.31
H -0.11 1.82 0.88
H -2.82 0.05 1.09
H -2.74 -1.50 2.06
H -2.28 0.06 2.71
H -0.54 -2.15 3.91
H 0.75 -3.01 3.06
H 1.01 -1.28 3.47
H -1.49 1.38 -1.71

---

No. 3
68
Properties=species:S:1:pos:R:3 method="wB97M-V/def2-TZVPD" total_charge=+3 s_squared=0.753 e_above_lowest_ev=1.415 homo_energy_ev="-17.403 / -17.398" spin_multiplicity=2 e_lumo_ev="-10.122 / -11.231" homo_lumo_gap_ev="7.3 / 6.2"
Ir 0.09 -0.37 -0.28
O -0.72 -3.75 1.37
C -0.43 -3.02 0.47
O 0.57 -2.12 0.47
C -1.09 -2.99 -0.87
C -1.85 -4.02 -1.37
C -2.37 -3.86 -2.65
C -2.11 -2.70 -3.36
C -1.33 -1.71 -2.78
N -0.83 -1.87 -1.55
H -2.02 -4.91 -0.78
H -2.98 -4.64 -3.09
H -2.49 -2.55 -4.36
H -1.09 -0.80 -3.30
F -3.02 3.36 0.81
C -2.46 3.39 2.01
F -3.36 3.38 2.96
F -1.66 4.43 2.11
S -1.38 1.87 2.20
O -0.79 1.66 0.85
O -0.45 2.20 3.24
N -2.22 0.61 2.62
S -2.85 -0.20 1.42
O -1.76 -1.00 0.73
O -3.71 0.54 0.54
C -3.82 -1.53 2.30
F -3.07 -2.01 3.27
F -4.07 -2.46 1.40
F -4.91 -0.98 2.76
N 1.55 1.35 -2.81
C 2.27 0.27 -2.39
C 3.51 0.08 -3.02
C 4.29 -1.00 -2.70
C 3.83 -1.88 -1.72
C 2.63 -1.64 -1.13
N 1.81 -0.56 -1.44
C 0.23 1.65 -2.62
C -0.30 2.71 -3.35
C -1.64 3.01 -3.25
C -2.44 2.23 -2.42
C -1.86 1.23 -1.71
N -0.52 0.92 -1.79
H 2.02 1.94 -3.48
H 3.82 0.78 -3.78
H 5.23 -1.16 -3.21
H 4.40 -2.75 -1.43
H 2.25 -2.31 -0.38
H 0.35 3.28 -4.01
H -2.06 3.83 -3.82
H -3.50 2.41 -2.32
H -2.45 0.63 -1.04
N 2.16 1.25 3.90
C 2.89 1.75 2.69
C 2.06 1.44 1.45
N 1.65 0.00 1.32
C 1.13 -0.56 2.62
C 2.03 -0.24 3.80
H 1.22 1.67 3.91
H 2.65 1.53 4.76
H 3.86 1.26 2.67
H 3.04 2.82 2.77
H 2.64 1.72 0.57
H 1.17 2.05 1.46
H 2.44 -0.56 1.01
H 1.05 -1.64 2.52
H 0.14 -0.17 2.81
H 3.03 -0.65 3.69
H 1.59 -0.63 4.72